Here is a cluster of 4 separate species, C34H57F9N2O10S2 in total at a distorted geometry from the OMol25 dataset. Energies are from wB97M-V/def2-TZVPD.

The geometry in XYZ format:
```
114
Properties=species:S:1:pos:R:3:forces:R:3:mulliken_charge:R:1
C 1.750 0.019 -4.726 0.09 -0.11 -0.14 -1.4316
C 2.703 -0.626 -3.741 -0.19 0.12 0.35 0.7471
O 2.206 -1.896 -3.364 -0.03 -0.36 -0.13 -0.5284
C 2.967 -2.480 -2.319 -0.09 0.36 0.17 -0.6225
C 2.514 -1.996 -0.927 0.28 -0.15 -0.37 0.2749
C 3.661 -1.733 0.076 -1.00 0.36 -0.22 -0.9131
C 3.493 -0.369 0.791 0.61 -0.87 -0.66 -0.4222
C 4.144 0.761 -0.024 -0.38 0.14 0.22 -1.0217
C 3.397 2.117 -0.095 0.98 0.10 0.39 0.0341
C 4.222 3.220 0.554 -0.25 0.22 -0.47 -1.3519
C 3.527 4.574 0.451 0.13 0.16 -0.02 -0.2583
C 3.869 5.543 1.569 0.08 -0.07 -0.15 -1.1202
S 3.398 4.938 3.196 0.08 -0.16 0.32 -0.1815
C 1.642 4.825 3.076 0.03 0.46 0.38 0.4863
S 0.837 5.692 1.935 -0.46 0.11 0.02 -0.3030
N 1.039 4.033 4.026 0.35 -0.88 -1.05 -0.0755
C 1.854 2.882 4.488 -0.14 -0.11 0.07 -0.2413
C 1.066 1.883 5.349 0.06 0.00 0.26 -0.8163
O -0.195 2.356 5.739 0.11 0.07 0.02 -0.4748
C -0.963 2.616 4.594 -0.05 0.38 0.01 -0.3524
C -0.341 3.671 3.657 -0.26 -0.12 0.70 -0.2386
O 2.136 2.106 0.593 -0.46 -0.29 -0.41 0.3788
C 1.064 1.657 -0.094 -0.11 -0.10 -1.18 -0.5066
O 1.095 1.317 -1.267 0.29 0.38 1.31 -0.6471
C -0.186 1.611 0.757 0.65 -0.76 0.14 0.7367
C -1.035 0.355 0.487 -0.50 0.48 0.30 -1.1877
C -2.293 0.623 -0.336 0.24 -0.50 -0.27 -0.4406
C -2.014 1.111 -1.751 -0.29 -0.26 0.26 -0.0149
C -3.277 1.194 -2.606 0.54 0.26 -0.40 -0.5332
N -3.162 2.141 -3.727 -0.13 -0.06 0.01 -0.6824
H 0.772 -0.447 -4.656 -0.11 -0.07 0.10 0.3050
H 1.628 1.076 -4.511 0.04 0.17 -0.06 0.3203
H 2.109 -0.108 -5.743 -0.08 0.06 -0.16 0.3702
H 3.706 -0.727 -4.167 0.11 -0.08 -0.05 0.3168
H 2.790 0.003 -2.852 0.00 0.11 0.15 -0.4272
H 4.019 -2.233 -2.476 0.21 -0.11 0.01 0.2340
H 2.853 -3.557 -2.387 0.04 -0.14 -0.21 0.3911
H 1.912 -1.106 -1.093 0.00 0.25 0.04 -0.2842
H 1.843 -2.753 -0.526 -0.19 0.03 0.15 0.4190
H 3.633 -2.539 0.802 0.40 -0.08 0.14 0.4519
H 4.591 -1.754 -0.482 0.38 -0.13 0.22 0.2345
H 4.002 -0.460 1.746 -0.23 0.28 0.35 0.5082
H 2.430 -0.225 0.936 -0.12 0.17 0.30 -0.0258
H 5.116 0.956 0.423 0.18 0.05 0.00 0.5478
H 4.359 0.421 -1.034 -0.19 -0.08 -0.19 0.5871
H 3.288 2.404 -1.134 -0.61 -0.09 -0.19 0.2718
H 4.483 2.964 1.579 -0.08 -0.08 0.15 0.5763
H 5.139 3.284 -0.030 0.29 -0.16 0.15 0.4325
H 2.447 4.472 0.410 0.02 -0.13 -0.02 0.0063
H 3.827 5.056 -0.480 -0.04 0.04 -0.17 0.4962
H 3.440 6.520 1.378 -0.10 0.10 0.12 0.5406
H 4.950 5.654 1.643 0.13 0.05 0.13 0.4577
H 2.699 3.230 5.066 0.09 0.31 0.05 0.6200
H 2.255 2.351 3.624 0.09 0.02 -0.17 0.0003
H 0.965 0.928 4.825 -0.13 -0.07 -0.19 0.3112
H 1.619 1.678 6.260 0.03 0.01 0.12 0.3412
H -1.164 1.694 4.043 0.11 -0.23 -0.03 0.2334
H -1.913 2.999 4.941 -0.16 -0.05 0.13 0.2749
H -0.946 4.565 3.732 0.02 0.23 -0.25 0.6558
H -0.373 3.302 2.633 0.02 0.32 0.01 -0.2456
H 0.149 1.585 1.794 0.01 0.14 -0.01 -0.4048
H -0.754 2.527 0.615 -0.07 0.15 -0.11 0.6521
H -1.364 -0.014 1.457 -0.02 -0.12 0.12 0.4166
H -0.449 -0.442 0.043 0.23 -0.02 -0.22 0.3100
H -2.823 -0.328 -0.423 -0.21 -0.05 0.09 0.0347
H -2.949 1.304 0.204 -0.09 0.18 0.02 0.4038
H -1.497 2.069 -1.717 0.03 0.18 -0.08 0.2580
H -1.342 0.392 -2.213 0.34 0.12 -0.12 0.0349
H -3.428 0.212 -3.049 -0.37 -0.21 0.13 0.2639
H -4.148 1.441 -2.001 -0.11 0.07 0.10 0.2478
H -2.903 1.663 -4.577 0.02 -0.05 -0.05 0.2632
H -2.426 2.810 -3.551 -0.01 0.13 0.08 0.2848
C -7.553 -0.754 -4.674 0.24 -0.03 0.09 -1.0673
C -8.200 -1.771 -3.761 -0.33 0.25 -0.30 -0.2121
O -7.212 -2.649 -3.179 0.03 -0.11 0.06 -0.3387
C -6.576 -2.185 -2.119 -0.23 0.13 -0.22 0.3446
O -6.736 -1.124 -1.590 0.17 -0.05 0.13 -0.4743
C -5.593 -3.255 -1.608 0.06 -0.01 -0.01 0.8578
F -4.912 -3.809 -2.609 0.06 -0.04 -0.04 -0.2613
F -6.272 -4.219 -0.974 -0.06 -0.07 0.05 -0.2796
F -4.726 -2.726 -0.751 0.08 0.07 0.08 -0.1806
H -6.955 -1.252 -5.437 -0.07 -0.02 -0.05 0.3051
H -8.318 -0.153 -5.165 -0.03 -0.01 0.00 0.3762
H -6.895 -0.087 -4.118 -0.06 0.04 0.03 0.2882
H -8.866 -2.424 -4.320 0.10 -0.13 0.03 0.3465
H -8.779 -1.295 -2.972 0.12 0.00 0.11 0.2826
C 5.730 -7.539 -0.337 0.03 0.10 -0.23 -1.0898
C 6.404 -6.475 0.501 -0.19 -0.36 0.27 -0.2121
O 7.218 -5.608 -0.313 0.09 0.10 -0.01 -0.3429
C 6.580 -4.632 -0.938 -0.02 -0.17 0.16 0.3376
O 5.411 -4.393 -0.899 -0.09 0.06 -0.06 -0.4298
C 7.588 -3.775 -1.725 -0.01 0.02 -0.09 0.8974
F 8.458 -4.535 -2.392 0.06 -0.03 -0.05 -0.2536
F 8.272 -2.994 -0.881 0.06 0.05 0.08 -0.2734
F 6.954 -2.997 -2.593 -0.06 0.08 -0.06 -0.2264
H 6.470 -8.099 -0.909 0.02 -0.05 0.07 0.3073
H 5.184 -8.230 0.303 0.01 0.00 0.03 0.3695
H 5.028 -7.096 -1.044 -0.04 0.02 0.06 0.3016
H 7.091 -6.924 1.215 0.13 0.07 -0.07 0.3296
H 5.680 -5.883 1.059 -0.01 0.11 -0.11 0.2952
C -7.511 -0.808 1.463 -0.13 0.32 0.20 -1.1942
C -6.040 -0.861 1.800 -0.10 -0.42 -0.26 0.2946
O -5.569 0.423 2.267 0.07 0.08 0.08 -0.2698
C -5.763 0.688 3.548 -0.01 -0.27 -0.18 0.2504
O -6.271 -0.017 4.368 -0.04 0.06 0.07 -0.5335
C -5.165 2.066 3.877 -0.08 0.15 -0.04 0.9069
F -5.496 2.979 2.962 -0.03 0.04 -0.05 -0.2553
F -3.826 1.976 3.900 0.04 -0.04 0.01 -0.1864
F -5.579 2.493 5.062 0.02 -0.02 0.09 -0.2591
H -7.697 -0.015 0.740 0.02 -0.08 -0.10 0.2646
H -7.838 -1.754 1.035 0.04 -0.03 -0.01 0.3434
H -8.113 -0.600 2.348 0.04 -0.10 0.05 0.4350
H -5.458 -1.074 0.908 0.09 0.19 -0.02 -0.1467
H -5.815 -1.627 2.540 -0.03 0.11 0.15 0.3742
```
Positions in Å, forces in eV/Å.

structure (SMILES) = CCOCCCCC[C@H](CCCSC(=S)N1CCOCC1)OC(=O)CCCCCN.CCOC(=O)C(F)(F)F.CCOC(=O)C(F)(F)F.CCOC(=O)C(F)(F)F
HOMO energy = -0.30452 hartree
orbital gap = 8.783 eV
E_tot = -3886.83385 a.u.